1.
The following is a DFT calculation (the ωB97M-V functional and the def2-TZVPD basis) of a structure of composition C36H44N2SiW at a distorted geometry.

Output
- strongest force on any atom (Eh/bohr) = 0.063
- net charge = +2
- energy (Eh) = -1863.58536
- multiplicity = 3
- E_LUMO (spin up / spin down) (Ha) = -0.255 / -0.257
- HOMO energy (spin up / spin down) (eV) = -11.93 / -13.16
- expectation value of S² = 2.0297
- gap between HOMO and LUMO (spin up / spin down) (Eh) = 0.18366 / 0.22630

Geometry (Å):
C -0.10 2.61 -0.65
C -1.02 2.33 -1.73
C -2.41 2.21 -1.23
H -0.79 2.62 -2.75
C -2.13 1.94 0.23
C -0.80 2.44 0.56
H -0.39 2.55 1.56
H 0.95 2.88 -0.80
H -2.92 3.22 -1.28
H -2.91 1.76 0.96
W -0.76 0.50 -0.61
C -0.26 -0.70 -2.24
H -1.30 -1.04 -2.02
H 0.52 -0.98 -1.47
H -0.01 -1.26 -3.17
Si 0.98 0.92 -4.12
C 2.26 -0.11 -4.96
C 3.38 0.73 -5.25
H 3.41 1.78 -4.93
C 4.50 0.17 -5.86
H 5.36 0.80 -6.06
C 4.57 -1.22 -6.06
H 5.48 -1.66 -6.44
C 3.48 -2.04 -5.72
H 3.60 -3.13 -5.78
C 2.33 -1.51 -5.13
H 1.57 -2.18 -4.70
C -0.64 1.00 -5.04
C -0.46 1.80 -6.19
H 0.56 1.89 -6.60
C -1.56 2.48 -6.73
H -1.39 3.12 -7.59
C -2.82 2.37 -6.13
H -3.65 2.97 -6.52
C -3.02 1.42 -5.12
H -4.02 1.25 -4.72
C -1.93 0.72 -4.56
H -2.09 -0.01 -3.75
H -3.13 1.59 -1.85
H 1.43 2.28 -4.35
C -3.10 -1.26 5.42
C -3.58 -2.17 4.28
C -3.20 -3.63 4.58
C -5.11 -2.06 4.17
C -2.91 -1.77 2.99
C -3.64 -1.54 1.81
C -2.98 -1.07 0.68
N -1.64 -0.80 0.71
C -0.89 -1.03 1.86
C -1.52 -1.60 2.97
C 0.47 -0.55 1.79
C 1.40 -0.53 2.85
C 2.68 0.01 2.66
C 3.05 0.37 1.36
C 2.10 0.41 0.34
N 0.81 0.01 0.56
C 3.57 0.30 3.87
C 5.01 0.70 3.48
C 2.93 1.48 4.62
C 3.65 -0.90 4.82
H -3.63 -1.56 6.34
H -3.34 -0.20 5.20
H -2.02 -1.36 5.59
H -3.68 -3.93 5.52
H -3.56 -4.28 3.76
H -2.11 -3.73 4.67
H -5.42 -1.02 3.94
H -5.51 -2.75 3.40
H -5.54 -2.35 5.15
H -4.72 -1.67 1.76
H -3.52 -0.83 -0.23
H -0.86 -1.82 3.82
H 1.10 -0.95 3.81
H 4.07 0.68 1.13
H 2.34 0.74 -0.66
H 5.02 1.63 2.87
H 5.60 0.89 4.39
H 5.51 -0.10 2.91
H 1.91 1.21 4.93
H 3.51 1.75 5.52
H 2.87 2.36 3.96
H 2.66 -1.14 5.24
H 4.04 -1.79 4.30
H 4.32 -0.67 5.66

Löwdin population analysis, charges in e, atoms 1 to 2: number 1, C, carries -0.1954; number 2, C, carries -0.2960

---

2.
The following is a DFT calculation (the ωB97M-V functional and the def2-TZVPD basis) of a structure of composition C36H44N5OOsS.

Output
- strongest force on any atom (Eh/bohr) = 0.011
- net charge = +1
- energy (Eh) = -2235.78504
- multiplicity = 5
- E_LUMO (spin up / spin down) (Ha) = -0.132 / -0.188
- HOMO energy (spin up / spin down) (eV) = -9.17 / -10.65
- expectation value of S² = 6.0830
- gap between HOMO and LUMO (spin up / spin down) (Eh) = 0.20481 / 0.20379

Geometry (Å):
Os 0.20 -0.22 0.01
C 3.73 4.25 -3.13
C 3.58 4.40 -1.61
C 2.40 3.65 -1.09
C 1.18 4.13 -0.77
C 0.71 5.55 -0.79
C 0.80 6.22 0.58
C 0.39 2.99 -0.34
N 1.05 1.83 -0.40
C 2.36 2.22 -0.83
C 3.49 1.47 -0.92
C 3.46 0.14 -0.52
C 4.44 -0.92 -0.48
C 5.88 -0.75 -0.85
C 6.15 -1.19 -2.29
C 3.81 -2.08 -0.08
C 2.45 -1.66 0.13
C 0.71 -3.37 0.09
C -0.73 -3.18 0.12
N -1.16 -1.90 0.08
C -2.54 -2.01 0.14
C -3.38 -0.95 0.27
C -2.96 0.36 0.35
N -1.68 0.85 0.21
C -1.84 2.21 0.33
C -0.93 3.18 0.09
C -3.22 2.57 0.62
C -3.92 1.42 0.61
C -5.38 1.22 0.86
C -5.67 0.80 2.30
C -3.73 3.96 0.81
C -4.08 4.64 -0.52
C -2.93 -3.40 0.17
C -1.77 -4.13 0.17
C -1.57 -5.61 0.23
C -1.23 -6.10 1.63
C -4.34 -3.88 0.27
C -4.81 -3.99 1.72
N 2.29 -0.36 -0.08
C 4.39 -3.43 0.17
C 4.22 -3.87 1.62
H 4.60 4.80 -3.49
H 2.85 4.64 -3.64
H 3.85 3.21 -3.42
H 3.47 5.45 -1.35
H 4.49 4.06 -1.11
H -0.32 5.60 -1.17
H 1.31 6.11 -1.52
H 0.20 5.69 1.32
H 0.44 7.25 0.53
H 1.83 6.23 0.94
H 4.40 1.92 -1.27
H 6.50 -1.32 -0.16
H 6.17 0.30 -0.72
H 5.90 -2.24 -2.43
H 7.20 -1.05 -2.55
H 5.55 -0.61 -3.00
H 1.09 -4.18 0.73
H -4.44 -1.14 0.37
H -1.27 4.20 0.17
H -5.79 0.48 0.16
H -5.90 2.15 0.63
H -5.18 -0.14 2.54
H -6.74 0.68 2.46
H -5.30 1.55 3.00
H -3.00 4.56 1.36
H -4.62 3.92 1.44
H -3.21 4.69 -1.17
H -4.44 5.65 -0.35
H -4.85 4.08 -1.05
H -0.78 -5.91 -0.47
H -2.48 -6.11 -0.12
H -0.31 -5.65 2.00
H -1.09 -7.18 1.64
H -2.02 -5.85 2.34
H -4.41 -4.86 -0.22
H -5.00 -3.22 -0.29
H -4.20 -4.69 2.28
H -5.85 -4.33 1.76
H -4.75 -3.02 2.22
H 5.45 -3.42 -0.09
H 3.92 -4.17 -0.49
H 4.75 -3.20 2.30
H 4.61 -4.88 1.77
H 3.17 -3.87 1.92
O 1.93 -5.24 -1.42
S 1.22 -3.95 -1.63
N 1.22 -2.08 0.37

Löwdin population analysis, charges in e, atoms 1 to 2: number 1, Os, carries 1.5427; number 2, C, carries -0.0728

---

Please write out number 2 again, unchanged.
The following is a DFT calculation (the ωB97M-V functional and the def2-TZVPD basis) of a structure of composition C36H44N5OOsS.

Output
- strongest force on any atom (Eh/bohr) = 0.011
- net charge = +1
- energy (Eh) = -2235.78504
- multiplicity = 5
- E_LUMO (spin up / spin down) (Ha) = -0.132 / -0.188
- HOMO energy (spin up / spin down) (eV) = -9.17 / -10.65
- expectation value of S² = 6.0830
- gap between HOMO and LUMO (spin up / spin down) (Eh) = 0.20481 / 0.20379

Geometry (Å):
Os 0.20 -0.22 0.01
C 3.73 4.25 -3.13
C 3.58 4.40 -1.61
C 2.40 3.65 -1.09
C 1.18 4.13 -0.77
C 0.71 5.55 -0.79
C 0.80 6.22 0.58
C 0.39 2.99 -0.34
N 1.05 1.83 -0.40
C 2.36 2.22 -0.83
C 3.49 1.47 -0.92
C 3.46 0.14 -0.52
C 4.44 -0.92 -0.48
C 5.88 -0.75 -0.85
C 6.15 -1.19 -2.29
C 3.81 -2.08 -0.08
C 2.45 -1.66 0.13
C 0.71 -3.37 0.09
C -0.73 -3.18 0.12
N -1.16 -1.90 0.08
C -2.54 -2.01 0.14
C -3.38 -0.95 0.27
C -2.96 0.36 0.35
N -1.68 0.85 0.21
C -1.84 2.21 0.33
C -0.93 3.18 0.09
C -3.22 2.57 0.62
C -3.92 1.42 0.61
C -5.38 1.22 0.86
C -5.67 0.80 2.30
C -3.73 3.96 0.81
C -4.08 4.64 -0.52
C -2.93 -3.40 0.17
C -1.77 -4.13 0.17
C -1.57 -5.61 0.23
C -1.23 -6.10 1.63
C -4.34 -3.88 0.27
C -4.81 -3.99 1.72
N 2.29 -0.36 -0.08
C 4.39 -3.43 0.17
C 4.22 -3.87 1.62
H 4.60 4.80 -3.49
H 2.85 4.64 -3.64
H 3.85 3.21 -3.42
H 3.47 5.45 -1.35
H 4.49 4.06 -1.11
H -0.32 5.60 -1.17
H 1.31 6.11 -1.52
H 0.20 5.69 1.32
H 0.44 7.25 0.53
H 1.83 6.23 0.94
H 4.40 1.92 -1.27
H 6.50 -1.32 -0.16
H 6.17 0.30 -0.72
H 5.90 -2.24 -2.43
H 7.20 -1.05 -2.55
H 5.55 -0.61 -3.00
H 1.09 -4.18 0.73
H -4.44 -1.14 0.37
H -1.27 4.20 0.17
H -5.79 0.48 0.16
H -5.90 2.15 0.63
H -5.18 -0.14 2.54
H -6.74 0.68 2.46
H -5.30 1.55 3.00
H -3.00 4.56 1.36
H -4.62 3.92 1.44
H -3.21 4.69 -1.17
H -4.44 5.65 -0.35
H -4.85 4.08 -1.05
H -0.78 -5.91 -0.47
H -2.48 -6.11 -0.12
H -0.31 -5.65 2.00
H -1.09 -7.18 1.64
H -2.02 -5.85 2.34
H -4.41 -4.86 -0.22
H -5.00 -3.22 -0.29
H -4.20 -4.69 2.28
H -5.85 -4.33 1.76
H -4.75 -3.02 2.22
H 5.45 -3.42 -0.09
H 3.92 -4.17 -0.49
H 4.75 -3.20 2.30
H 4.61 -4.88 1.77
H 3.17 -3.87 1.92
O 1.93 -5.24 -1.42
S 1.22 -3.95 -1.63
N 1.22 -2.08 0.37

Löwdin population analysis, charges in e, atoms 1 to 2: number 1, Os, carries 1.5427; number 2, C, carries -0.0728

---

- What is the strongest force on any atom in the second record?
  0.011 Eh/bohr

---

Please write out number 2 again, unchanged.
The following is a DFT calculation (the ωB97M-V functional and the def2-TZVPD basis) of a structure of composition C36H44N5OOsS.

Output
- strongest force on any atom (Eh/bohr) = 0.011
- net charge = +1
- energy (Eh) = -2235.78504
- multiplicity = 5
- E_LUMO (spin up / spin down) (Ha) = -0.132 / -0.188
- HOMO energy (spin up / spin down) (eV) = -9.17 / -10.65
- expectation value of S² = 6.0830
- gap between HOMO and LUMO (spin up / spin down) (Eh) = 0.20481 / 0.20379

Geometry (Å):
Os 0.20 -0.22 0.01
C 3.73 4.25 -3.13
C 3.58 4.40 -1.61
C 2.40 3.65 -1.09
C 1.18 4.13 -0.77
C 0.71 5.55 -0.79
C 0.80 6.22 0.58
C 0.39 2.99 -0.34
N 1.05 1.83 -0.40
C 2.36 2.22 -0.83
C 3.49 1.47 -0.92
C 3.46 0.14 -0.52
C 4.44 -0.92 -0.48
C 5.88 -0.75 -0.85
C 6.15 -1.19 -2.29
C 3.81 -2.08 -0.08
C 2.45 -1.66 0.13
C 0.71 -3.37 0.09
C -0.73 -3.18 0.12
N -1.16 -1.90 0.08
C -2.54 -2.01 0.14
C -3.38 -0.95 0.27
C -2.96 0.36 0.35
N -1.68 0.85 0.21
C -1.84 2.21 0.33
C -0.93 3.18 0.09
C -3.22 2.57 0.62
C -3.92 1.42 0.61
C -5.38 1.22 0.86
C -5.67 0.80 2.30
C -3.73 3.96 0.81
C -4.08 4.64 -0.52
C -2.93 -3.40 0.17
C -1.77 -4.13 0.17
C -1.57 -5.61 0.23
C -1.23 -6.10 1.63
C -4.34 -3.88 0.27
C -4.81 -3.99 1.72
N 2.29 -0.36 -0.08
C 4.39 -3.43 0.17
C 4.22 -3.87 1.62
H 4.60 4.80 -3.49
H 2.85 4.64 -3.64
H 3.85 3.21 -3.42
H 3.47 5.45 -1.35
H 4.49 4.06 -1.11
H -0.32 5.60 -1.17
H 1.31 6.11 -1.52
H 0.20 5.69 1.32
H 0.44 7.25 0.53
H 1.83 6.23 0.94
H 4.40 1.92 -1.27
H 6.50 -1.32 -0.16
H 6.17 0.30 -0.72
H 5.90 -2.24 -2.43
H 7.20 -1.05 -2.55
H 5.55 -0.61 -3.00
H 1.09 -4.18 0.73
H -4.44 -1.14 0.37
H -1.27 4.20 0.17
H -5.79 0.48 0.16
H -5.90 2.15 0.63
H -5.18 -0.14 2.54
H -6.74 0.68 2.46
H -5.30 1.55 3.00
H -3.00 4.56 1.36
H -4.62 3.92 1.44
H -3.21 4.69 -1.17
H -4.44 5.65 -0.35
H -4.85 4.08 -1.05
H -0.78 -5.91 -0.47
H -2.48 -6.11 -0.12
H -0.31 -5.65 2.00
H -1.09 -7.18 1.64
H -2.02 -5.85 2.34
H -4.41 -4.86 -0.22
H -5.00 -3.22 -0.29
H -4.20 -4.69 2.28
H -5.85 -4.33 1.76
H -4.75 -3.02 2.22
H 5.45 -3.42 -0.09
H 3.92 -4.17 -0.49
H 4.75 -3.20 2.30
H 4.61 -4.88 1.77
H 3.17 -3.87 1.92
O 1.93 -5.24 -1.42
S 1.22 -3.95 -1.63
N 1.22 -2.08 0.37

Löwdin population analysis, charges in e, atoms 1 to 2: number 1, Os, carries 1.5427; number 2, C, carries -0.0728

---

- Which formula does entry 1 have?
  C36H44N2SiW